Record 1
{
  "formula": "C13H14Cl5CoN4",
  "method": "wB97M-V/def2-TZVPD",
  "multiplicity": 2,
  "lumo_energy_ev": [-3.8, -3.8],
  "charge": 1,
  "e_homo_ev": [-11.4, -11.4],
  "species": ["Co", "N", "C", "C", "N", "H", "H", "H", "H", "H", "H", "H", "H", "Cl", "C", "C", "C", "Cl", "C", "Cl", "C", "Cl", "C", "Cl", "N", "C", "C", "C", "C", "C", "N", "H", "H", "H", "H", "H", "H"],
  "positions_angstrom": [[-0.1555, 1.5829, -0.0571], [0.5322, 3.4634, 0.0306], [-0.5170, 4.3886, -0.4459], [-1.8381, 3.8954, 0.1242], [-1.9568, 2.4545, -0.1876], [0.7766, 3.6719, 0.9957], [1.3939, 3.5567, -0.5006], [-0.5443, 4.3408, -1.5354], [-0.3276, 5.4236, -0.1609], [-2.6719, 4.4776, -0.2685], [-1.8335, 4.0095, 1.2089], [-2.3180, 2.3196, -1.1297], [-2.6122, 1.9778, 0.4235], [3.0836, 1.1350, 0.0514], [1.0735, -0.6360, -0.1047], [-0.4628, -0.3827, -0.0367], [-1.4511, -1.2382, 0.2993], [-3.0638, -0.5277, 0.1771], [-1.4918, -2.6131, 0.8198], [-2.7992, -2.9857, 1.8904], [-0.5114, -3.5428, 0.6758], [-0.3880, -4.9110, 1.7248], [0.5270, -3.2688, -0.2784], [3.2869, -2.9680, -0.6884], [1.2188, -1.4942, 2.1181], [1.4607, -1.7095, 0.8695], [1.9090, -3.0215, 0.3692], [0.2828, -3.0567, -1.5846], [0.9008, -1.9794, -2.2896], [1.2316, -0.8627, -1.6098], [1.4365, 0.6934, 0.3114], [1.2889, -2.2376, 2.8010], [0.6389, -0.7008, 2.3729], [2.0510, -3.7395, 1.1743], [-0.5257, -3.6079, -2.0543], [0.8816, -1.9533, -3.3721], [1.4942, 0.0465, -2.1336]],
  "mulliken_spin": [1.077, -0.002, 0.006, -0.008, 0.004, 0.000, 0.004, -0.001, 0.000, 0.000, -0.002, 0.003, 0.002, -0.002, -0.024, -0.072, 0.028, -0.002, -0.001, 0.000, -0.001, 0.000, 0.001, 0.000, 0.000, -0.007, 0.000, -0.002, 0.004, 0.018, -0.016, 0.000, -0.001, 0.000, 0.000, 0.000, -0.005]
}

***

Record 2
{
  "formula": "C13H14ClF6FeN2O11S2",
  "method": "wB97M-V/def2-TZVPD",
  "multiplicity": 5,
  "lumo_energy_ev": [-0.1, -3.5],
  "charge": -1,
  "relative_energy_kcal_mol": 287.7,
  "e_homo_ev": [-6.0, -5.9],
  "species": ["Fe", "Cl", "O", "O", "O", "O", "C", "F", "F", "F", "S", "O", "O", "O", "C", "F", "F", "F", "S", "O", "O", "O", "N", "C", "C", "C", "C", "C", "H", "H", "H", "H", "H", "N", "C", "C", "C", "C", "C", "H", "H", "H", "H", "H", "C", "O", "H", "H", "H", "H"],
  "positions_angstrom": [[0.1034, -0.0009, 0.0539], [-1.1470, -0.2138, 5.6515], [-0.4881, -0.0533, 4.4149], [-2.0232, 0.9239, 5.7506], [-1.9110, -1.3999, 5.7381], [-0.0970, -0.2270, 6.6757], [3.0587, 4.5172, 3.1468], [3.2316, 5.7437, 3.7834], [4.1442, 4.1587, 2.4780], [2.7294, 3.5472, 3.9782], [1.6279, 4.6112, 1.8920], [1.4637, 3.2457, 1.2951], [0.4661, 4.9352, 2.7319], [2.0579, 5.6763, 0.9249], [-5.9314, 1.4476, -1.0768], [-5.6812, 2.6313, -1.5900], [-7.2558, 1.2950, -0.8958], [-5.5924, 0.5890, -2.0246], [-4.9431, 1.1858, 0.6340], [-5.1681, 2.4020, 1.4335], [-5.4696, 0.0187, 1.2990], [-3.5701, 0.9984, 0.2567], [-0.5961, 1.0331, -3.5872], [-0.5357, 0.1417, -4.6076], [-1.1981, 0.3297, -5.8884], [-1.7059, 1.5522, -6.2250], [-1.4929, 2.5813, -5.3288], [-0.9524, 2.2636, -4.0542], [-0.1487, -0.8471, -4.4105], [-1.1455, -0.4460, -6.6381], [-2.1060, 1.6322, -7.2249], [-1.4774, 3.5573, -5.7909], [-0.7414, 3.0199, -3.3126], [3.3737, -2.1721, 0.3124], [3.5740, -3.1965, -0.5369], [4.5671, -4.1587, -0.3652], [5.4130, -4.0646, 0.7738], [5.2276, -3.0040, 1.6737], [4.2525, -2.0652, 1.3850], [2.8561, -3.4156, -1.3135], [4.7230, -4.9297, -1.1052], [6.1720, -4.8311, 0.8259], [5.9218, -2.9554, 2.4996], [4.1140, -1.2932, 2.1274], [-1.1895, -4.2230, 1.0812], [-1.1565, -3.3444, -0.0790], [-0.1831, -4.2240, 1.4998], [-2.0127, -4.0283, 1.7686], [-1.3783, -5.2144, 0.6693], [-1.7795, -3.7293, -0.6997]],
  "mulliken_spin": [2.997, -0.102, 0.393, 0.433, -0.003, 0.260, 0.000, 0.000, 0.000, 0.000, 0.001, -0.001, 0.000, 0.000, 0.000, 0.000, 0.000, 0.000, -0.001, 0.008, 0.007, 0.004, 0.005, -0.003, 0.000, 0.000, 0.000, -0.002, 0.000, 0.000, 0.000, 0.000, 0.000, 0.006, -0.002, 0.000, 0.000, 0.000, -0.002, 0.000, 0.000, 0.000, 0.000, 0.000, 0.000, 0.002, 0.000, 0.000, 0.000, 0.000]
}

***

Record 3
{
  "formula": "C13H14ClN3O3Ru",
  "method": "wB97M-V/def2-TZVPD",
  "multiplicity": 5,
  "lumo_energy_ev": [-8.9, -11.1],
  "charge": 2,
  "e_homo_ev": [-12.1, -16.5],
  "species": ["Cl", "C", "C", "C", "H", "C", "C", "H", "H", "H", "C", "Ru", "C", "O", "C", "O", "H", "H", "H", "C", "N", "C", "C", "C", "N", "C", "O", "N", "H", "H", "H", "H", "H", "H", "H"],
  "positions_angstrom": [[-0.1177, 3.2889, -1.7451], [-2.0875, 0.1153, -2.2923], [-1.2349, -1.0254, -2.0599], [0.0352, -0.7847, -2.6787], [-1.5301, -1.9544, -1.5873], [-0.0264, 0.4964, -3.3417], [-1.3419, 1.0640, -3.0744], [-1.6974, 1.9972, -3.5138], [-3.1403, 0.2119, -2.0404], [0.8667, -1.4865, -2.7767], [1.0214, 1.1143, -4.1963], [-0.2423, 1.0164, -1.1195], [1.5634, 1.3027, -0.5305], [2.6472, 1.6642, -0.4415], [-1.1031, 1.7887, 0.3469], [-1.6006, 2.3249, 1.2615], [2.0091, 0.8513, -3.7979], [0.9103, 2.2053, -4.1676], [0.9852, 0.7826, -5.2459], [2.0282, -0.0477, 4.2317], [1.0911, -0.5975, 3.2620], [0.3728, -1.7076, 3.5409], [-0.5680, -2.1445, 2.6621], [-0.7917, -1.3566, 1.4999], [0.0365, -0.3907, 1.1445], [0.8821, 0.1157, 2.0972], [1.4842, 1.1921, 1.9327], [-1.8489, -1.6904, 0.6816], [1.7412, 0.9655, 4.5402], [3.0414, 0.0151, 3.8185], [2.0441, -0.6996, 5.1112], [0.5881, -2.1912, 4.4871], [-1.2291, -2.9835, 2.8657], [-2.4285, -2.4700, 0.9813], [-2.3598, -0.9821, 0.1449]],
  "mulliken_spin": [0.326, -0.011, 0.171, -0.030, -0.005, 0.110, 0.038, 0.006, 0.005, 0.003, -0.005, 1.107, 0.036, 0.010, 0.077, -0.008, 0.004, -0.004, 0.012, -0.020, 0.293, 0.589, 0.229, 0.453, 0.326, -0.083, 0.174, 0.147, 0.013, 0.010, 0.009, 0.039, 0.000, -0.009, -0.011]
}

***

Record 4
{
  "formula": "C13H14F7FeN5O4S2",
  "method": "wB97M-V/def2-TZVPD",
  "multiplicity": 2,
  "lumo_energy_ev": [-5.0, -4.3],
  "charge": 1,
  "relative_energy_kcal_mol": 0.0,
  "e_homo_ev": [-12.5, -12.6],
  "species": ["Fe", "F", "C", "F", "F", "S", "O", "O", "N", "S", "O", "O", "C", "F", "F", "F", "C", "C", "C", "C", "N", "C", "N", "N", "N", "H", "H", "H", "H", "H", "H", "H", "H", "H", "H", "F", "C", "C", "C", "C", "C", "C", "H", "H", "H", "H"],
  "positions_angstrom": [[-0.4241, -1.3619, 0.3639], [2.0228, 0.2271, 0.7170], [3.0521, -0.5436, 0.2930], [3.3702, -0.1713, -0.9360], [4.0724, -0.3787, 1.1040], [2.4611, -2.2976, 0.2660], [1.1672, -2.1105, -0.4467], [3.4263, -3.0762, -0.4058], [2.2866, -2.6614, 1.7632], [1.0309, -2.7815, 2.6826], [-0.2200, -2.2758, 2.0428], [0.9026, -4.0243, 3.3402], [1.3509, -1.4880, 3.9675], [1.4172, -0.3011, 3.3605], [2.4859, -1.7383, 4.5828], [0.3466, -1.4935, 4.8221], [1.7634, 3.6042, -1.8927], [0.7089, 4.3065, -1.0435], [1.0760, 4.2953, 0.4363], [-0.6928, 3.7416, -1.2927], [-0.7857, 2.3121, -0.9484], [-0.5098, 1.2331, -1.6999], [-0.6605, 0.1822, -0.9403], [-1.0273, 0.6453, 0.2743], [-1.1015, 1.9169, 0.2793], [2.7211, 4.1134, -1.7951], [1.4998, 3.5984, -2.9527], [1.9241, 2.5727, -1.5643], [0.6366, 5.3454, -1.3778], [1.1799, 3.2759, 0.8161], [0.3294, 4.8079, 1.0432], [2.0337, 4.7929, 0.5847], [-0.9721, 3.8248, -2.3424], [-1.4464, 4.2418, -0.6884], [-0.2182, 1.2541, -2.7361], [-5.2179, -4.0994, -1.7700], [-4.1172, -3.5236, -1.2831], [-4.0869, -3.1761, 0.0549], [-2.9408, -2.5791, 0.5610], [-1.8846, -2.3474, -0.3012], [-1.9112, -2.6970, -1.6402], [-3.0501, -3.3071, -2.1400], [-4.9385, -3.3903, 0.6855], [-2.8790, -2.3323, 1.6147], [-1.0583, -2.5217, -2.2841], [-3.1228, -3.6143, -3.1741]],
  "mulliken_spin": [1.143, 0.002, -0.001, 0.000, 0.000, -0.004, 0.007, -0.001, 0.001, 0.009, 0.003, -0.003, -0.002, 0.000, 0.000, 0.000, 0.000, 0.000, 0.000, 0.000, 0.001, -0.010, -0.024, 0.013, 0.009, 0.000, 0.000, 0.000, 0.000, 0.000, 0.000, 0.000, 0.000, 0.000, 0.000, 0.004, 0.031, -0.019, 0.056, -0.205, 0.019, -0.022, 0.000, -0.004, -0.005, 0.000]
}

***

Record 5
{
  "formula": "C13H14N2",
  "method": "wB97M-V/def2-TZVPD",
  "lumo_energy_ev": 0.8,
  "charge": 0,
  "smiles": "Cc1ccccc1NCc1ccncc1",
  "relative_energy_kcal_mol": 6.5,
  "e_homo_ev": -8.9,
  "species": ["C", "C", "C", "C", "C", "C", "C", "N", "C", "C", "C", "C", "N", "C", "C", "H", "H", "H", "H", "H", "H", "H", "H", "H", "H", "H", "H", "H", "H"],
  "positions_angstrom": [[-0.0912, -1.0787, 1.6780], [-1.2027, -0.6494, 0.7557], [-2.1551, -1.5970, 0.3453], [-3.2330, -1.2587, -0.4698], [-3.3702, 0.0472, -0.9243], [-2.4355, 0.9931, -0.5390], [-1.3563, 0.6692, 0.3047], [-0.4238, 1.6748, 0.7056], [0.6041, 1.9581, -0.3048], [1.6128, 0.8469, -0.3924], [1.5260, -0.1346, -1.3627], [2.4415, -1.1634, -1.3932], [3.4284, -1.2906, -0.5134], [3.5172, -0.3465, 0.4270], [2.6575, 0.7308, 0.5343], [-0.4410, -1.8125, 2.4059], [0.3205, -0.2260, 2.2246], [0.7473, -1.5371, 1.1256], [-2.0363, -2.6189, 0.6807], [-3.9750, -1.9970, -0.7394], [-4.2040, 0.3317, -1.5568], [-2.5024, 2.0209, -0.8708], [-0.9162, 2.5163, 0.9345], [0.1708, 2.1265, -1.3007], [1.0887, 2.8862, 0.0200], [0.7369, -0.1228, -2.1111], [2.3676, -1.9623, -2.1361], [4.3404, -0.4704, 1.1384], [2.7829, 1.4640, 1.3342]],
  "mulliken_charge": [-1.521, 0.992, -0.562, -0.530, -0.681, -0.494, -0.146, -0.186, -1.181, 0.766, -0.144, -0.393, -0.624, -0.276, -0.370, 0.540, 0.344, 0.176, 0.414, 0.387, 0.370, 0.398, 0.383, 0.339, 0.556, 0.362, 0.351, 0.351, 0.379]
}

***

Record 6
{
  "formula": "C13H14NO",
  "method": "wB97M-V/def2-TZVPD",
  "lumo_energy_ev": -3.0,
  "charge": 1,
  "relative_energy_kcal_mol": 14.5,
  "e_homo_ev": -11.2,
  "species": ["C", "C", "C", "C", "C", "C", "C", "C", "C", "C", "C", "C", "C", "N", "O", "H", "H", "H", "H", "H", "H", "H", "H", "H", "H", "H", "H", "H", "H"],
  "positions_angstrom": [[1.4233, -2.7989, -0.0362], [3.0778, 1.7600, -0.0509], [2.5471, -1.9311, -0.0035], [3.2835, 0.4198, 0.0493], [0.1272, -2.2571, -0.0261], [1.7465, 2.2588, -0.0463], [2.2824, -0.5401, 0.0431], [0.9803, -0.0709, 0.0515], [-0.0911, -0.9390, -0.0212], [0.7249, 1.3444, 0.1065], [-1.3142, -0.2309, -0.3425], [-0.7137, 1.7136, 0.3095], [-3.7651, 0.0444, 0.0963], [-2.5710, -0.8102, 0.2448], [-1.4130, 2.5344, -0.5527], [1.5417, -3.8433, -0.1057], [3.8504, 2.5069, -0.0122], [3.6009, -2.1779, 0.1958], [4.2919, 0.0236, 0.1392], [-0.6808, -2.9825, -0.1349], [1.6274, 3.2797, 0.1225], [-1.2778, -0.1476, -1.4553], [-1.1825, 1.6557, 1.2641], [-4.1779, 0.1294, 1.1307], [-3.4173, 1.0681, -0.1665], [-4.4944, -0.3470, -0.6145], [-2.6605, -1.7242, -0.1479], [-2.4675, -1.0381, 1.2001], [-0.8786, 3.1002, -1.2369]],
  "mulliken_charge": [-0.947, -0.887, -0.919, -0.548, -0.632, -0.545, 0.754, 0.460, 1.055, 0.089, -0.573, 0.003, -0.694, 0.068, -0.526, 0.449, 0.395, 0.343, 0.325, 0.246, 0.495, 0.171, 0.362, 0.337, 0.217, 0.335, 0.352, 0.401, 0.412]
}